1.
46
Properties=species:S:1:pos:R:3:forces:R:3:mulliken_spin:R:1 method="wB97M-V/def2-TZVPD" orbital_gap_ev="7.244 / 7.752" mol_weight_g_mol=474.26 e_tot_ha=-3040.77395 charge=0 de_lowest_kj_mol=62.1 spin_multiplicity=2 max_force_ha_per_bohr=0.0222
Fe 0.267524 -0.256264 -0.017892 -0.03 0.47 1.04 1.1204
C -1.837752 -2.937664 4.693081 -0.03 0.02 -0.03 0.0008
C -0.478436 -2.253851 4.612998 -0.02 0.19 -0.17 0.0017
N -0.547600 -0.882010 4.114896 -0.23 -0.01 -0.04 -0.0082
C -0.666820 -0.517210 2.824455 0.17 -0.73 0.31 0.0036
S -0.449124 -1.719535 1.578976 0.25 -0.23 -0.47 -0.0868
N -0.987741 0.715776 2.564044 0.08 0.41 -0.52 -0.0015
N -0.931855 0.950522 1.213309 0.14 -0.58 0.09 -0.0280
C -1.574470 1.955987 0.755554 -0.12 0.31 -0.30 0.0052
C -2.417645 2.873093 1.578777 0.05 0.01 0.02 -0.0027
C -1.453728 2.155782 -0.699922 -0.05 0.04 0.58 -0.0019
C -2.164199 3.127811 -1.383043 -0.06 0.11 -0.23 -0.0004
C -2.004396 3.229222 -2.756909 -0.07 0.06 0.12 -0.0008
C -1.138030 2.361594 -3.395733 0.08 -0.07 -0.04 0.0019
C -0.457995 1.427275 -2.631368 -0.04 0.00 0.01 -0.0018
N -0.610470 1.324538 -1.312357 0.65 -0.59 -0.41 0.0127
H -1.727085 -3.964885 5.047855 0.01 0.06 -0.01 0.0000
H -2.504331 -2.408587 5.378040 0.03 -0.02 -0.03 0.0000
H -2.309707 -2.967326 3.708646 0.03 0.00 0.05 0.0000
H -0.010053 -2.206447 5.594583 0.04 -0.02 0.02 -0.0005
H 0.188409 -2.808701 3.954557 0.03 -0.01 0.03 -0.0020
H -0.787650 -0.150643 4.767032 0.01 -0.02 0.04 0.0015
H -2.366688 2.586184 2.622073 0.00 -0.01 0.03 0.0002
H -2.076489 3.905444 1.473392 -0.01 -0.03 -0.02 0.0013
H -3.457343 2.826212 1.247044 0.01 0.00 -0.01 -0.0011
H -2.832245 3.788342 -0.849348 0.01 -0.02 -0.02 -0.0003
H -2.551289 3.977251 -3.316700 0.01 -0.02 0.01 -0.0001
H -0.982865 2.397061 -4.465418 0.01 0.00 0.05 0.0002
H 0.234104 0.740908 -3.099889 0.01 -0.03 0.03 -0.0004
O 2.073952 -2.547206 -5.088127 -0.42 -0.04 0.26 0.0000
C 3.053755 -1.844267 -4.539042 0.09 0.02 0.19 -0.0002
O 4.113488 -1.673496 -5.084272 -0.05 0.00 -0.02 0.0001
C 2.796012 -1.249870 -3.193537 -0.10 0.05 -0.10 0.0012
C 3.714833 -0.487143 -2.496060 0.08 -0.03 0.06 0.0007
N 3.128228 -0.088699 -1.355884 0.02 0.04 -0.07 -0.0037
N 1.881386 -0.542875 -1.279504 -0.16 -0.06 -0.07 -0.0294
C 1.658819 -1.248962 -2.366060 -0.05 -0.12 -0.03 -0.0039
C 0.294509 -1.864883 -2.366542 -0.24 -0.10 0.16 0.0005
O -0.080792 -2.551489 -3.308983 0.21 0.04 -0.17 0.0033
O -0.359900 -1.606939 -1.290805 -0.64 -0.02 -0.61 0.0018
H 1.266162 -2.607250 -4.504295 0.22 0.03 -0.12 -0.0003
H 4.731929 -0.235207 -2.748004 -0.04 0.01 0.01 -0.0002
H 3.498543 0.431676 -0.574657 -0.06 0.05 0.07 -0.0018
O 2.898420 0.298942 3.150026 -0.09 -0.10 -0.24 0.0094
C 2.278714 0.269095 2.140395 -0.15 0.20 0.10 0.0057
N 1.687918 0.278692 1.104613 0.45 0.74 0.45 0.0036

2.
40
Properties=species:S:1:pos:R:3:forces:R:3:nbo_charge:R:1 method="wB97M-V/def2-TZVPD" orbital_gap_ev=2.969 mol_weight_g_mol=550.14 e_tot_ha=-1583.76881 charge=0 de_lowest_kj_mol=240.7 max_force_ha_per_bohr=0.1782
O 0.874758 2.457709 -3.091666 1.61 2.10 -3.17 -0.6319
O -0.390570 -0.639810 0.756703 -0.83 -4.25 8.08 -0.7149
I 2.707701 1.647414 0.447222 0.41 0.59 0.78 -0.1824
I 0.284108 -1.511710 -2.996706 0.20 -0.51 -0.89 -0.1071
C -0.640480 1.951685 -1.491152 3.39 -0.54 -0.67 -0.0789
C -1.100686 0.989451 -0.659445 2.63 -1.11 -0.49 -0.0524
C -2.905203 4.406165 2.525837 1.25 -2.61 1.41 -0.1243
C 2.671467 -5.515293 0.142650 -0.76 3.75 -1.30 -0.1258
C -3.647484 4.302001 1.402429 -0.36 1.39 0.07 -0.2468
C -2.129926 3.253547 2.821860 -0.21 0.00 0.27 -0.2218
C 3.503328 -4.713244 -0.748954 -3.17 0.49 1.19 -0.2235
C 1.499282 -4.800206 0.602715 3.94 0.57 -1.75 -0.2048
C -3.548968 3.290453 0.550136 1.24 -3.47 -2.11 0.0615
C -2.007247 2.180856 1.896935 -0.56 1.66 1.43 0.1056
C 3.174511 -3.391572 -1.133434 0.63 -3.62 1.39 0.0929
C 1.444112 -3.417739 0.335375 -3.84 -2.97 1.57 0.0676
N 0.674233 1.908463 -1.996916 -1.32 -3.51 3.87 -0.0125
N -0.314210 -0.216707 -0.369467 1.46 4.39 -7.03 -0.0734
N -2.690437 2.227134 0.746570 -0.63 0.42 0.85 -0.2506
N 2.184729 -2.780632 -0.532636 -0.73 0.32 0.76 -0.2656
C -2.491608 1.141630 -0.296192 -0.21 0.03 -1.48 -0.2527
C 1.668596 0.940295 -1.438401 -3.31 -1.11 -2.62 -0.1666
C 2.100999 -1.349874 -0.375332 -1.88 1.48 -0.54 -0.2806
C 0.953630 -0.472590 -1.121042 0.12 2.93 1.65 0.0535
H -1.234290 2.766609 -1.879930 0.02 -0.07 -0.25 0.2013
H -3.093622 5.190714 3.235382 0.34 0.20 0.14 0.2349
H 2.922320 -6.524279 0.412212 -0.01 -0.17 0.00 0.2363
H -4.337781 5.055828 1.228529 -1.24 1.27 -0.72 0.2330
H -1.750887 3.140304 3.853740 0.25 -0.02 -0.96 0.2397
H 4.341870 -5.089967 -1.201695 1.90 -1.12 -0.87 0.2239
H 0.798734 -5.235300 1.232242 -1.17 -0.62 1.03 0.2323
H -4.064521 3.166732 -0.385386 -0.41 0.42 -0.06 0.2273
H -1.436628 1.306333 2.152307 0.33 -0.38 -0.43 0.2754
H 3.788988 -2.871971 -1.782015 0.94 1.13 -1.22 0.2314
H 0.562831 -2.894309 0.788901 1.08 0.22 -0.52 0.2841
H -2.947217 1.493554 -1.254518 -0.31 0.12 1.13 0.2235
H -2.890982 0.159281 -0.114041 -0.69 -0.08 1.11 0.2562
H 2.485852 0.781515 -2.192148 -0.79 0.64 0.82 0.2326
H 3.041430 -1.038323 -0.798469 0.23 0.87 0.47 0.2292
H 1.939268 -1.294148 0.727800 0.46 1.17 -0.94 0.2744

3.
41
Properties=species:S:1:pos:R:3:forces:R:3:nbo_charge:R:1 method="wB97M-V/def2-TZVPD" orbital_gap_ev=7.313 mol_weight_g_mol=490.26 e_tot_ha=-2067.02813 charge=0 max_force_ha_per_bohr=0.0508
C 2.305544 -1.648851 2.963206 -0.45 0.21 -0.32 -0.6395
C 1.331099 -1.524178 1.776304 0.12 -0.29 -0.16 0.0034
C -0.015437 -1.710508 1.963770 -0.61 0.05 -0.16 -0.1943
C -0.976361 -1.577324 0.872212 2.57 0.06 0.49 0.1121
N -2.294160 -1.711094 0.957248 0.41 0.42 -1.55 -0.5820
S -2.806124 -1.451178 -0.598226 0.98 -0.42 0.52 0.9000
N -1.390142 -1.207422 -1.345271 0.11 0.18 0.12 -0.5924
C -0.393931 -1.274817 -0.446746 -1.62 -0.23 0.57 0.0758
C 1.034951 -1.096297 -0.675054 0.59 0.46 1.21 -0.3365
P 1.505785 -0.774345 -2.447616 -0.47 -1.26 -0.80 0.9464
O 3.003015 -1.502068 -2.678708 -0.64 0.60 0.61 -0.9842
I 1.974148 1.608388 -2.821128 0.15 -0.15 0.30 -0.1262
C 1.881673 -1.213259 0.435833 -0.56 -0.41 -0.44 -0.0177
C 3.382881 -1.054794 0.240322 -0.30 0.44 0.18 0.0231
C 3.847005 0.230095 -0.118001 0.43 -0.27 0.17 -0.2345
C 5.209293 0.477406 -0.362359 -0.42 -0.96 0.20 -0.1993
C 6.115817 -0.601018 -0.245883 -0.73 0.38 0.07 -0.2083
C 5.654532 -1.876399 0.147488 0.04 0.40 -0.24 -0.2081
C 4.285317 -2.124907 0.394537 0.53 0.76 -0.19 -0.2417
H 2.816734 -2.631228 2.968693 -0.06 0.61 -0.15 0.2251
H 3.034645 -0.819767 2.882991 -0.16 -0.63 0.23 0.2322
H 1.770533 -1.569926 3.927285 0.16 0.05 -0.54 0.2235
H -0.434269 -1.968895 2.946754 0.40 0.20 -0.37 0.2256
H 2.868696 -2.459612 -2.600464 0.10 0.16 -0.07 0.4957
H 3.130538 1.052143 -0.214885 0.28 -0.42 0.13 0.2277
H 5.509524 1.490541 -0.652960 0.08 -0.54 0.12 0.2232
H 7.176008 -0.424802 -0.465109 -0.46 -0.24 0.18 0.2185
H 6.420133 -2.658662 0.226698 -0.59 0.14 0.06 0.2181
H 3.932879 -3.120886 0.694601 0.19 0.48 -0.18 0.2197
C -7.801258 3.784188 -1.298156 -0.25 0.14 -0.17 -0.2561
O -7.013392 3.225350 -0.247305 0.05 -0.03 0.04 -0.4938
C -5.824403 2.762020 -0.642092 -0.03 0.00 0.10 0.9772
O -5.395912 2.783238 -1.765806 -0.03 0.00 0.04 -0.6390
O -5.195522 2.271308 0.428136 -0.06 0.03 0.04 -0.4936
C -3.900123 1.737127 0.151897 0.29 -0.04 0.03 -0.2591
H -8.735926 4.123442 -0.857521 0.11 -0.09 0.19 0.1950
H -7.295125 4.638951 -1.745874 0.06 -0.12 -0.08 0.1927
H -8.023812 3.031911 -2.054332 0.14 0.06 -0.04 0.1925
H -3.239185 2.511492 -0.237523 -0.08 -0.05 -0.14 0.1945
H -3.968196 0.904773 -0.546467 -0.05 0.27 -0.07 0.1871
H -3.487472 1.369866 1.089515 -0.24 0.06 0.08 0.1971

4.
41
Properties=species:S:1:pos:R:3:forces:R:3:mulliken_spin:R:1 method="wB97M-V/def2-TZVPD" orbital_gap_ev="5.991 / 5.586" mol_weight_g_mol=570.45 e_tot_ha=-2081.56577 charge=+1 de_lowest_kj_mol=19.4 spin_multiplicity=6 max_force_ha_per_bohr=0.0844
Ru 8.788819 -2.999109 13.869703 -0.15 0.50 2.08 3.3914
C 7.226337 -6.656854 10.346300 0.05 -0.55 0.07 0.0101
S 8.450205 -5.308469 9.873895 -0.95 -0.07 0.12 0.0214
C 8.235853 -3.971339 10.996574 2.06 0.32 1.97 0.0103
S 7.712149 -4.413705 12.737624 -2.02 -2.23 -2.76 0.2503
N 8.922336 -2.826462 10.830837 -2.40 -1.53 0.68 0.0258
N 8.865588 -2.120711 12.042345 1.89 2.95 -2.56 0.0132
C 9.187576 -0.833921 12.012623 -0.83 -1.47 -0.25 0.0883
C 9.344308 -0.182508 13.294345 0.96 0.84 1.77 0.0132
C 9.941227 1.105273 13.509392 -0.30 -0.13 0.06 0.0146
C 10.326571 1.417314 14.831214 -1.01 -0.37 -0.49 0.0176
C 9.942540 0.602540 15.916127 1.13 0.69 -0.56 0.0256
C 9.373211 -0.588613 15.650473 -1.33 -2.36 -0.17 0.0097
N 9.109036 -0.982478 14.381238 -0.21 0.93 -0.05 0.0421
H 7.108423 -6.804558 11.448215 0.13 0.48 -0.99 -0.0066
H 7.633528 -7.623431 9.948315 0.11 1.07 0.25 -0.0003
H 6.251606 -6.546960 9.828166 0.62 0.41 0.51 -0.0002
H 9.342334 -0.289721 11.085872 -0.02 -0.19 -0.03 0.0037
H 10.053893 1.861761 12.673595 0.13 -1.26 1.08 0.0000
H 10.876040 2.310051 15.051351 0.06 0.46 -0.13 0.0011
H 10.171363 0.810952 16.942131 0.19 0.49 0.21 0.0009
H 9.092601 -1.357830 16.454501 0.43 1.44 -1.23 -0.0035
C 12.903009 -5.861571 12.596298 -0.21 1.25 -1.45 -0.0899
C 13.750171 -4.778616 12.204841 -1.32 -1.48 0.76 0.3724
C 13.443919 -4.468081 10.861763 -0.88 0.01 -2.77 0.0981
C 12.490112 -5.368501 10.374294 1.31 2.31 0.75 0.1925
C 12.079795 -6.168183 11.472185 0.88 -1.80 2.63 0.3605
H 12.851970 -6.221938 13.587798 -0.10 -0.70 0.65 0.0032
H 14.446487 -4.237350 12.808685 0.35 0.00 0.25 0.0375
H 13.875746 -3.629498 10.298830 -0.13 -0.61 0.22 0.0026
H 12.020177 -5.382384 9.429784 -0.17 0.08 -0.92 0.0072
H 11.395882 -7.038212 11.469877 0.29 0.87 -0.18 0.0034
I 14.701953 -1.734703 14.797034 -0.35 -0.34 -0.40 0.0037
C 12.933230 -2.825636 14.541456 1.49 -0.14 0.96 0.0205
C 12.550963 -3.821105 15.449978 0.47 1.01 0.04 0.0293
N 11.243304 -4.006629 15.204035 0.27 -2.11 0.57 0.0072
N 10.821957 -3.352042 14.094594 1.98 0.05 0.27 -0.0359
C 11.887990 -2.605196 13.674750 -1.35 -0.73 0.61 0.0430
H 13.184837 -4.330826 16.229144 -1.24 0.67 -0.89 0.0025
H 10.716912 -4.799255 15.644816 0.28 1.31 -1.02 0.0124
H 11.836039 -1.988570 12.782233 -0.14 -0.08 0.34 0.0017